# 1
The following is a quantum chemistry calculation of C28H27IrN5O2S2 as an isolated structure, from OMol25.

```
65
Properties=species:S:1:pos:R:3
Ir 0.1923 0.2477 0.4199
C 3.0534 -2.2470 -3.7488
S 3.5218 -0.5507 -3.3161
C 2.3096 -0.1874 -2.1010
S 1.7090 -1.3851 -0.9975
N 1.9394 1.0488 -2.0483
N 1.0417 1.4473 -1.1862
C 0.8323 2.7759 -1.1435
C -0.2488 3.2834 -0.4295
C -0.5983 4.6559 -0.4692
C -1.7619 5.0677 0.1201
C -2.5627 4.1171 0.7685
C -2.1287 2.8044 0.8273
N -1.0093 2.3840 0.2612
H 3.8030 -2.6006 -4.4474
H 2.0752 -2.2276 -4.2211
H 3.0422 -2.8621 -2.8551
H 1.4784 3.4167 -1.7257
H 0.0556 5.3360 -0.9909
H -2.0689 6.1015 0.0748
H -3.4964 4.4028 1.2221
H -2.7293 2.0614 1.3348
C 3.5310 2.2675 2.3532
C 3.0099 2.5248 3.6087
C 1.7744 2.0209 3.9592
C 1.0205 1.2893 3.0389
C 1.5246 1.0897 1.7400
C 2.7915 1.5457 1.4254
C -0.2880 0.7252 3.3405
C -0.8424 0.6922 4.6387
C -2.0958 0.1865 4.8304
C -2.8262 -0.3114 3.7300
C -4.1325 -0.8251 3.8388
C -4.7888 -1.2987 2.7361
C -4.1784 -1.2443 1.4745
C -2.9208 -0.7235 1.3327
C -2.1995 -0.2695 2.4541
N -0.9538 0.2330 2.2999
H 4.5111 2.6313 2.0887
H 3.5696 3.1156 4.3162
H 1.3917 2.2034 4.9505
H 3.2283 1.3581 0.4569
H -0.2669 1.0623 5.4718
H -2.5462 0.1835 5.8125
H -4.5981 -0.8407 4.8124
H -5.7834 -1.7029 2.8284
H -4.7245 -1.6019 0.6138
H -2.4548 -0.6444 0.3591
O 0.0423 -4.2641 0.8769
C -0.6119 -3.2467 0.3805
O -0.4319 -2.1019 0.7370
C -1.6410 -3.6328 -0.6869
N -1.6217 -5.0912 -0.8245
C -1.3883 -5.4232 -2.2370
C -1.7744 -4.1638 -3.0121
C -1.2668 -3.0735 -2.0738
H -2.6180 -3.2442 -0.3694
H -2.4752 -5.5179 -0.4863
H -0.3014 -5.0742 0.4052
H -1.9540 -6.3058 -2.5293
H -0.3220 -5.6337 -2.3663
H -2.8598 -4.0990 -3.1078
H -1.3340 -4.1148 -4.0044
H -1.7133 -2.0992 -2.2572
H -0.1809 -2.9900 -2.1526
```

Summary:
* energy above the lowest of the compared OMol25 structures with the same formula, charge and spin: 345.2 kJ/mol
* E_HOMO (spin up / spin down): -10.44 / -10.47 eV
* net charge: +1
* Kohn-Sham gap (spin up / spin down): 6.4 / 6.5 eV

Atom-resolved charges from Löwdin, all expressed in e:
1. Ir 1.182
2. C -0.399
3. S 0.882
4. C -1.049
5. S 0.688
6. N -0.119
7. N -0.141
8. C -0.030
9. C -0.251
10. C 0.011
11. C -0.033
12. C -0.020
13. C -0.107
14. N 0.057
15. H 0.038
16. H 0.038
17. H 0.008
18. H 0.141
19. H 0.123
20. H 0.120
21. H 0.112
22. H 0.107
23. C -0.061
24. C -0.071
25. C -0.021
26. C -0.183
27. C -0.191
28. C -0.094
29. C -0.196
30. C 0.028
31. C 0.030
32. C -0.140
33. C -0.015
34. C -0.061
35. C -0.059
36. C -0.053
37. C -0.226
38. N 0.010
39. H 0.111
40. H 0.109
41. H 0.107
42. H 0.093
43. H 0.112
44. H 0.128
45. H 0.120
46. H 0.110
47. H 0.111
48. H 0.092
49. O 0.149
50. C -0.516
51. O -0.111
52. C -0.225
53. N -0.036
54. C -0.178
55. C -0.158
56. C -0.137
57. H 0.150
58. H 0.132
59. H 0.120
60. H 0.121
61. H 0.120
62. H 0.117
63. H 0.114
64. H 0.119
65. H 0.071

# 2
The following is a quantum chemistry calculation of C21H45N2P3SSeV as an isolated structure, from OMol25.

```
74
Properties=species:S:1:pos:R:3
V 0.7726 1.6915 -1.5621
P -1.5396 -2.6468 2.0533
P 0.1159 3.3579 -0.0900
P 2.5638 0.9696 -0.3180
H -0.1220 -3.3880 -1.3769
C -0.2117 -3.0600 -0.3440
C -1.4427 -3.3783 0.3703
H -2.3308 -3.0080 -0.1804
C -3.2297 -2.7701 2.6281
C -1.0694 -0.9200 1.9940
C -0.4472 -3.5564 3.1407
C 0.5296 5.0997 -0.5466
C -1.7027 3.5252 0.0904
C 0.6483 3.3919 1.6658
C 3.1780 -0.6231 -0.9723
C 2.6319 0.6457 1.4765
C 3.9930 2.0694 -0.5962
H 0.7143 -2.9134 0.2232
H -1.5628 -4.4715 0.5170
H -3.6021 -3.7947 2.4922
H -3.8772 -2.0733 2.0775
H -3.2591 -2.5140 3.6960
H -1.7226 -0.3586 1.3122
H -0.0300 -0.8191 1.6567
H -1.1526 -0.4637 2.9919
H -0.5243 -4.6340 2.9413
H -0.7411 -3.3623 4.1811
H 0.5941 -3.2372 2.9983
H 0.2696 5.7703 0.2849
H -0.0335 5.3929 -1.4406
H 1.6004 5.1905 -0.7655
H -1.9318 4.3480 0.7828
H -2.1362 2.5957 0.4857
H -2.1495 3.7494 -0.8888
H 0.1565 4.2364 2.1712
H 1.7360 3.5267 1.7245
H 0.3694 2.4565 2.1664
H 4.1072 -0.8726 -0.4421
H 3.3787 -0.5432 -2.0478
H 2.4371 -1.4182 -0.8172
H 3.5988 0.1790 1.7113
H 1.8245 -0.0344 1.7731
H 2.5343 1.5736 2.0489
H 4.8869 1.5879 -0.1789
H 3.8181 3.0319 -0.1007
H 4.1245 2.2480 -1.6723
C 2.5860 1.9359 -3.9999
C 2.0425 0.6626 -4.2349
C 2.8922 -0.3766 -4.6308
C 4.2395 -0.1071 -4.9133
C 4.7533 1.1961 -4.7880
C 3.9227 2.2248 -4.3387
Se 1.5453 3.3169 -3.0657
H -0.1371 -0.4648 -0.2404
H 0.9708 0.4899 -4.1156
H 2.4965 -1.3899 -4.7289
H 4.8933 -0.9150 -5.2526
H 5.7978 1.4079 -5.0367
H 4.2886 3.2467 -4.2358
S -0.3505 -0.4823 -1.6111
C -2.1521 -0.4526 -1.6810
N -2.8145 -1.5715 -1.9958
C -4.2722 -1.7245 -1.9405
C -4.9579 -0.3731 -1.9420
C -4.2381 0.6341 -1.0653
N -2.8309 0.6694 -1.4429
H -2.2422 -2.3793 -2.2333
H -4.5314 -2.2906 -1.0348
H -4.5955 -2.3116 -2.8041
H -5.9875 -0.4843 -1.5863
H -5.0099 0.0114 -2.9687
H -4.3377 0.3596 -0.0025
H -4.6465 1.6391 -1.1941
H -2.2798 1.4916 -1.2043
```

Summary:
* 2S+1: 2
* E_HOMO (spin up / spin down): -19.01 / -19.01 eV
* net charge: +4
* Kohn-Sham gap (spin up / spin down): 6.1 / 6.0 eV

Atom-resolved charges from Löwdin, all expressed in e:
1. V 0.010
2. P 0.863
3. P 0.704
4. P 0.710
5. H 0.075
6. C -0.094
7. C -0.336
8. H 0.070
9. C -0.147
10. C -0.177
11. C -0.138
12. C -0.251
13. C -0.239
14. C -0.234
15. C -0.215
16. C -0.209
17. C -0.198
18. H 0.071
19. H 0.137
20. H 0.095
21. H 0.067
22. H 0.092
23. H 0.049
24. H 0.015
25. H 0.101
26. H 0.094
27. H 0.091
28. H 0.079
29. H 0.084
30. H 0.060
31. H 0.045
32. H 0.088
33. H 0.032
34. H 0.070
35. H 0.080
36. H 0.057
37. H 0.044
38. H 0.080
39. H 0.040
40. H 0.029
41. H 0.085
42. H 0.023
43. H 0.041
44. H 0.086
45. H 0.066
46. H 0.033
47. C -0.558
48. C -0.167
49. C -0.067
50. C -0.018
51. C -0.009
52. C -0.102
53. Se 0.922
54. H -0.062
55. H 0.073
56. H 0.125
57. H 0.134
58. H 0.139
59. H 0.125
60. S 0.919
61. C -0.508
62. N 0.075
63. C -0.107
64. C -0.120
65. C -0.121
66. N 0.067
67. H 0.152
68. H 0.139
69. H 0.158
70. H 0.152
71. H 0.147
72. H 0.142
73. H 0.153
74. H 0.087

# 3
The following is a quantum chemistry calculation of C2H27BeO12 as an isolated structure, from OMol25.

```
42
Properties=species:S:1:pos:R:3
Be -0.0044 -1.0199 -0.1256
C 3.0924 0.1521 1.2564
C 2.3162 -0.2394 0.0720
O 0.8437 0.0681 0.2180
H 4.1594 -0.0157 1.0883
H 2.5908 -0.3597 2.1143
H 3.1287 1.2556 1.5170
H 2.4755 -1.3295 -0.2355
H 2.6647 0.4261 -0.7340
O 3.8742 -3.4788 1.6842
H 4.7981 -3.7328 1.3813
H 3.9884 -3.5141 2.6567
O -2.7920 -3.4879 -2.2148
H -2.2641 -3.1907 -1.4722
H -2.6545 -4.4194 -2.4184
O 0.3239 -2.6528 -0.4183
H -0.2923 -3.2773 -0.1019
H 1.2078 -3.0520 -0.5479
O -0.9453 -0.4416 2.9224
H -1.7551 -0.0770 3.3125
H -0.6614 -1.0269 3.6449
O 0.9533 6.2010 -1.7146
H 0.1018 6.3179 -1.2811
H 1.5913 6.5289 -1.0338
O -2.4446 1.9979 0.4172
H -2.1710 1.1226 0.2027
H -1.6927 2.3687 0.9469
O -3.9435 4.1186 1.4268
H -3.3012 4.6380 0.9405
H -3.8117 3.2418 0.9739
O 0.5885 -3.6253 2.6060
H 1.0432 -3.6680 1.7689
H -0.0091 -4.3223 2.7067
O 0.9804 0.3436 -2.8033
H 0.4354 0.8023 -3.4489
H 1.8524 0.7282 -2.8868
O -1.6502 -1.2269 -0.2896
H -5.6944 0.3988 -0.9707
H -2.4197 -1.2337 0.2826
O -1.7494 2.7338 -3.5323
H -0.7658 2.7179 -3.5682
H -1.9876 3.2300 -4.3424
```

Summary:
* energy above the lowest of the compared OMol25 structures with the same formula, charge and spin: 989.9 kJ/mol
* E_HOMO: -12.66 eV
* net charge: +1
* Kohn-Sham gap: 2.4 eV

Atom-resolved charges from Löwdin, all expressed in e:
1. Be 0.201
2. C -0.095
3. C -0.262
4. O -0.162
5. H 0.087
6. H 0.097
7. H 0.107
8. H 0.118
9. H 0.109
10. O -0.098
11. H 0.075
12. H 0.053
13. O -0.053
14. H -0.022
15. H 0.041
16. O 0.086
17. H 0.080
18. H 0.138
19. O -0.066
20. H 0.046
21. H 0.045
22. O -0.080
23. H 0.024
24. H 0.056
25. O -0.052
26. H -0.011
27. H 0.094
28. O -0.057
29. H 0.030
30. H 0.014
31. O -0.007
32. H 0.003
33. H 0.015
34. O -0.035
35. H 0.030
36. H 0.038
37. O -0.120
38. H 0.503
39. H 0.024
40. O -0.080
41. H 0.035
42. H 0.051

# 4
The following is a quantum chemistry calculation of a 2-piece molecular cluster, N2O2S overall, from OMol25.

```
5
Properties=species:S:1:pos:R:3
N -2.2929 -0.6027 0.5808
N -1.2214 -0.4641 0.3280
O -0.0704 -0.4761 0.2041
O 2.9654 -0.1698 0.4657
S 2.4541 0.5294 -0.7283
```

Summary:
* energy above the lowest of the compared OMol25 structures with the same formula, charge and spin: 417.1 kJ/mol
* E_HOMO (spin up / spin down): -9.14 / -9.11 eV
* net charge: 0
* SMILES: N#[N+][O-].O=S
* Kohn-Sham gap (spin up / spin down): 7.8 / 7.7 eV

Atom-resolved charges from Löwdin, all expressed in e:
1. N 0.237
2. N -0.305
3. O 0.018
4. O -0.676
5. S 0.726

Max |F| for the records above, in order: 4.6; 3.0; 3.6; 2.3 eV/A